(1)
{"formula": "C28H40BF4O24", "method": "ωB97M-V with the def2-TZVPD basis set", "homo_ev": -9.10, "orbital_gap_ha": 0.401, "total_charge": -1, "species": ["B", "F", "F", "F", "F", "C", "C", "O", "C", "O", "O", "H", "H", "H", "H", "C", "C", "O", "C", "O", "O", "H", "H", "H", "H", "C", "C", "O", "C", "O", "O", "H", "H", "H", "H", "C", "C", "O", "C", "O", "O", "H", "H", "H", "H", "C", "C", "C", "O", "C", "O", "O", "H", "H", "H", "H", "H", "H", "C", "C", "C", "O", "C", "O", "O", "H", "H", "H", "H", "H", "H", "C", "C", "C", "O", "C", "O", "O", "H", "H", "H", "H", "H", "H", "C", "C", "C", "O", "C", "O", "O", "H", "H", "H", "H", "H", "H"], "positions_angstrom": [[-0.143755, -0.690531, 0.716225], [-0.831836, 0.276935, -0.053668], [-1.053820, -1.748522, 0.972662], [0.964091, -1.196576, 0.032517], [0.193583, -0.137053, 1.952919], [0.504920, 2.979102, 2.762386], [0.083103, 3.084513, 1.305424], [0.252029, 4.468353, 0.993265], [1.189175, 4.974005, 1.846649], [1.629532, 6.073170, 1.860368], [1.503519, 4.008895, 2.743802], [0.953102, 1.999713, 2.907167], [-0.178775, 3.284271, 3.552769], [-0.926263, 2.708403, 1.162931], [0.789177, 2.528170, 0.692532], [2.175173, -4.574915, -0.128366], [0.772823, -4.399962, 0.425704], [-0.029067, -4.127506, -0.725439], [0.762255, -3.957440, -1.790601], [0.385810, -3.626216, -2.871525], [2.052635, -4.264560, -1.506785], [2.576462, -5.562779, 0.090920], [2.843069, -3.853810, 0.344765], [0.669474, -3.574944, 1.128675], [0.372878, -5.276166, 0.936275], [0.054852, -1.371597, 5.155781], [-1.139124, -2.103956, 4.586027], [-1.937930, -2.200501, 5.773543], [-1.091917, -2.321918, 6.828853], [-1.406367, -2.705478, 7.907100], [0.150015, -1.913955, 6.475284], [-0.207733, -0.318636, 5.300331], [0.954758, -1.402420, 4.549145], [-0.981507, -3.092723, 4.149031], [-1.627800, -1.540448, 3.792549], [-2.414928, -1.675031, -2.064142], [-3.695892, -2.512920, -1.804336], [-4.596615, -2.055324, -2.816915], [-3.936314, -1.315549, -3.738924], [-4.417958, -0.885232, -4.736614], [-2.665931, -1.112264, -3.342121], [-1.578458, -2.361585, -2.152394], [-2.281067, -0.966151, -1.254809], [-4.102029, -2.256571, -0.833554], [-3.473694, -3.569856, -1.933756], [-1.660522, 2.107706, -2.987462], [-0.341907, 2.744268, -3.310532], [-0.209134, 3.448512, -4.675461], [0.118274, 4.803762, -4.375174], [0.115855, 4.986193, -3.039076], [0.234151, 6.030773, -2.486658], [-0.009637, 3.803172, -2.392579], [-2.433267, 2.825042, -2.701740], [-1.547665, 1.370745, -2.192633], [-2.066076, 1.593251, -3.862978], [0.453164, 1.999470, -3.259912], [-1.141873, 3.445431, -5.241867], [0.583645, 3.006375, -5.275781], [-4.167680, 0.958015, 0.143892], [-4.014332, -0.148400, 1.154546], [-4.295393, 0.262559, 2.611987], [-5.320667, -0.621766, 3.049975], [-5.734750, -1.398628, 2.024355], [-6.601732, -2.204448, 2.089109], [-5.018573, -1.150877, 0.909902], [-3.341968, 1.666397, 0.250180], [-5.113583, 1.466894, 0.337917], [-4.109760, 0.600989, -0.883252], [-3.026264, -0.604470, 1.101184], [-4.495832, 1.333562, 2.682142], [-3.426560, 0.069826, 3.243708], [3.917691, 2.387466, 0.715277], [4.167966, 1.389182, 1.851110], [3.880649, -0.050354, 1.366566], [4.992225, -0.802289, 1.844889], [5.950898, 0.032437, 2.277445], [6.993090, -0.309710, 2.733253], [5.543195, 1.319475, 2.169650], [4.189502, 3.339916, 1.172114], [2.920410, 2.337597, 0.286913], [4.605049, 2.165961, -0.104564], [3.498758, 1.676328, 2.664626], [3.863670, -0.072912, 0.274557], [2.943425, -0.509643, 1.677937], [1.265718, -0.819829, -4.265693], [1.945327, -0.329924, -3.012899], [2.942732, -1.313605, -2.378087], [4.096803, -0.515630, -2.117693], [3.965329, 0.697587, -2.705815], [4.752119, 1.573995, -2.638722], [2.828480, 0.722694, -3.437788], [0.699434, -1.732828, -4.040711], [1.980405, -1.191360, -5.002778], [0.564687, -0.122903, -4.719275], [1.223858, -0.081184, -2.228609], [3.215634, -2.158662, -3.013815], [2.511370, -1.738590, -1.473332]], "atomic_forces_ev_per_a": [[-1.136, -0.230, 0.023], [0.391, 0.037, -0.021], [0.064, -0.163, -0.031], [0.206, 0.128, 0.023], [0.512, 0.249, 0.253], [0.809, 0.604, -1.016], [-0.397, -0.369, 0.421], [-0.049, 0.421, 0.225], [-0.816, -0.802, 0.112], [0.090, 0.040, -0.318], [1.057, 0.166, 0.874], [0.038, 0.109, 0.453], [-0.509, -0.425, -0.243], [-0.061, 0.398, -0.460], [-0.195, -0.228, -0.069], [0.327, 0.490, 1.051], [-0.705, -0.020, 0.649], [0.142, 0.064, -0.075], [0.067, -0.400, -0.034], [-0.012, 0.038, -0.029], [-0.168, -0.167, -0.088], [-0.008, -0.159, -0.657], [0.114, 0.040, -0.203], [0.099, 0.195, -0.241], [0.052, -0.167, -0.279], [-0.396, 0.610, -0.404], [-0.075, 0.473, -0.366], [-0.177, -0.455, -0.116], [-0.109, 0.159, -0.119], [0.053, 0.028, 0.050], [0.321, -0.436, -0.038], [0.006, 0.021, -0.291], [0.244, -0.462, 0.406], [0.390, -0.106, 0.397], [-0.228, 0.212, 0.315], [-0.725, -1.520, 0.323], [0.747, 0.710, -0.103], [-0.101, -0.084, -0.283], [-0.054, -0.174, 0.721], [0.009, 0.034, -0.154], [0.242, 0.659, -0.372], [0.316, 0.353, 0.096], [0.282, 0.479, -0.433], [-0.250, -0.449, 0.011], [-0.378, -0.089, 0.083], [-0.615, -0.211, -0.108], [0.748, 0.300, -0.357], [-0.374, -0.086, -0.104], [-0.127, -0.037, 0.030], [0.210, -0.162, 0.444], [0.028, 0.066, -0.209], [-0.277, -0.125, -0.010], [0.224, 0.203, 0.072], [-0.040, 0.078, 0.063], [0.215, -0.145, 0.003], [-0.002, 0.030, 0.262], [0.008, -0.055, 0.010], [0.034, 0.096, -0.036], [0.220, 0.272, 0.248], [0.149, -0.024, 0.084], [1.116, -0.245, -0.133], [-0.335, 0.513, -0.092], [0.184, 0.008, -0.212], [-0.226, -0.128, 0.168], [0.075, 0.028, 0.177], [-0.075, 0.042, 0.127], [-0.002, 0.080, -0.304], [-0.214, -0.151, 0.026], [-0.103, -0.193, -0.232], [-0.764, -0.177, 0.195], [0.010, 0.038, -0.028], [1.347, -0.238, 0.624], [-1.663, -0.773, -1.854], [-0.257, 0.257, -0.405], [-0.033, -0.294, 0.057], [-0.243, 0.130, 0.304], [0.186, 0.006, -0.158], [0.218, 0.289, 0.540], [-0.455, 0.398, -0.604], [-0.222, 0.171, 0.408], [0.069, 0.105, 0.059], [0.638, -0.105, 0.605], [0.273, -0.080, 0.001], [0.096, 0.143, 0.419], [-0.529, -1.438, 0.097], [0.512, -0.989, -0.886], [-0.523, -0.526, -0.306], [-0.008, 0.181, 0.452], [-0.619, -0.910, -0.419], [0.566, 0.527, 0.100], [-0.301, 0.881, 0.827], [-0.130, 0.331, 0.190], [0.236, 0.509, -0.023], [0.164, 0.260, 0.078], [0.113, 0.824, -0.195], [0.073, 0.218, -0.227], [0.402, 0.295, 0.184]]}

---

(2)
{"formula": "C27H27N4OSSiTc", "method": "ωB97M-V with the def2-TZVPD basis set", "spin_multiplicity": 2, "relative_energy_ev": 0.939, "homo_ev": [-1.31, -3.24], "orbital_gap_ha": [0.142, 0.213], "s_squared": 0.7780, "total_charge": -1, "species": ["Tc", "O", "C", "N", "C", "C", "C", "C", "C", "C", "N", "C", "C", "C", "C", "C", "N", "H", "H", "H", "H", "H", "H", "H", "H", "H", "H", "C", "Si", "C", "C", "C", "C", "C", "C", "N", "C", "S", "H", "H", "H", "H", "H", "H", "H", "H", "H", "H", "H", "H", "C", "C", "C", "C", "C", "C", "C", "H", "H", "H", "H", "H"], "positions_angstrom": [[0.831703, 1.060758, -0.382612], [1.111808, 4.970456, -1.816670], [0.698720, 3.858598, -1.436045], [1.518677, 2.787693, -1.180225], [2.933173, 2.978613, -1.316817], [3.656913, 1.761402, -0.818406], [5.039440, 1.661365, -0.879967], [5.676447, 0.507856, -0.458132], [4.893047, -0.537883, 0.018969], [3.526949, -0.378241, 0.068173], [2.898062, 0.746765, -0.337023], [-0.682423, 3.521118, -1.148733], [-1.742150, 4.411664, -1.350294], [-3.033600, 4.043899, -1.074985], [-3.259804, 2.722472, -0.588414], [-2.186173, 1.892068, -0.404174], [-0.908319, 2.238790, -0.644372], [3.273900, 3.866894, -0.766839], [3.234829, 3.153936, -2.361209], [5.599832, 2.499216, -1.275498], [6.754023, 0.420330, -0.506317], [5.329322, -1.468948, 0.353427], [2.871448, -1.159260, 0.429524], [-1.487929, 5.392093, -1.733704], [-3.856570, 4.729024, -1.232505], [-4.254820, 2.357384, -0.371731], [-2.339302, 0.877669, -0.051717], [-4.270548, -1.766315, 3.841737], [-3.009043, -2.336157, 2.560392], [-3.941214, -2.599742, 0.955161], [-2.255524, -3.966327, 3.123990], [-1.645998, -1.031016, 2.497303], [-1.393187, -0.330088, 3.668776], [-0.420582, 0.667863, 3.706123], [0.250407, 0.968584, 2.548571], [0.039557, 0.329253, 1.378292], [-0.857298, -0.693235, 1.378414], [-0.944328, -1.580877, -0.101324], [-5.126791, -2.444551, 3.847081], [-4.635011, -0.765532, 3.603308], [-3.866011, -1.743516, 4.854553], [-4.803727, -3.238678, 1.167833], [-3.336901, -3.081196, 0.189885], [-4.310868, -1.660126, 0.541846], [-3.024518, -4.728936, 3.267321], [-1.720029, -3.842817, 4.067148], [-1.544767, -4.337146, 2.383544], [-1.959318, -0.541993, 4.567749], [-0.209648, 1.219553, 4.611662], [0.983635, 1.763394, 2.500165], [0.275181, -0.604462, -1.012347], [0.775344, -1.323153, -2.207977], [1.362019, -0.573726, -3.240693], [1.918994, -1.187528, -4.347786], [1.894324, -2.572224, -4.475234], [1.301586, -3.329429, -3.475905], [0.749757, -2.716169, -2.360494], [1.354309, 0.507288, -3.154922], [2.364559, -0.577947, -5.125228], [2.324799, -3.052230, -5.345800], [1.270088, -4.409751, -3.559281], [0.313574, -3.336811, -1.587596]], "atomic_forces_ev_per_a": [[-0.192, 0.416, 0.310], [-0.030, -0.014, -0.059], [-0.098, 0.044, 0.127], [0.099, -0.099, -0.110], [0.042, 0.070, -0.067], [0.061, -0.050, -0.014], [0.000, -0.026, 0.008], [-0.002, 0.002, -0.005], [-0.013, 0.024, -0.011], [-0.030, -0.008, 0.000], [0.118, 0.012, 0.023], [0.017, 0.103, -0.111], [0.028, 0.009, -0.020], [0.027, 0.025, -0.009], [0.023, -0.037, 0.003], [-0.111, -0.057, 0.054], [0.194, -0.093, 0.053], [-0.010, -0.024, -0.005], [-0.016, 0.011, 0.020], [0.009, -0.002, 0.002], [0.003, -0.002, 0.001], [0.019, -0.004, -0.004], [0.009, -0.003, 0.010], [-0.009, 0.008, 0.000], [-0.005, 0.009, -0.001], [-0.010, 0.000, 0.002], [-0.005, 0.009, 0.000], [0.090, -0.049, -0.050], [0.068, -0.062, -0.037], [-0.017, 0.011, 0.113], [-0.063, 0.074, -0.045], [-0.078, 0.067, 0.173], [-0.037, 0.026, -0.071], [-0.004, -0.015, -0.032], [0.005, 0.047, -0.065], [-0.084, -0.178, 0.025], [0.032, -0.093, 0.004], [-0.064, -0.008, 0.030], [-0.006, -0.018, -0.014], [-0.010, 0.016, -0.011], [0.018, -0.004, 0.018], [-0.018, 0.007, -0.005], [0.028, -0.019, 0.001], [0.011, 0.035, -0.001], [-0.017, -0.012, -0.006], [0.002, 0.019, 0.020], [0.017, 0.012, -0.029], [-0.025, -0.022, -0.003], [0.005, 0.006, -0.003], [0.001, -0.004, 0.019], [0.057, -0.169, -0.253], [-0.044, 0.025, 0.015], [-0.065, -0.010, 0.036], [0.011, -0.029, -0.021], [0.014, -0.009, -0.021], [0.020, 0.002, -0.035], [0.049, 0.021, 0.008], [-0.005, -0.013, 0.028], [0.002, -0.010, -0.008], [-0.001, 0.001, 0.001], [0.008, -0.004, -0.008], [-0.020, 0.034, 0.032]]}

---

(3)
{"formula": "C5H9NO", "method": "ωB97M-V with the def2-TZVPD basis set", "relative_energy_ev": 3.137, "homo_ev": -9.58, "orbital_gap_ha": 0.384, "smiles": "O=CN1CCCC1", "total_charge": 0, "species": ["O", "C", "N", "C", "C", "C", "C", "H", "H", "H", "H", "H", "H", "H", "H", "H"], "positions_angstrom": [[-0.660840, -2.963758, 0.119381], [-0.578199, -2.003856, -0.602423], [0.308211, -0.819671, -0.779707], [1.245956, -0.422810, 0.305410], [0.362414, 0.678217, 1.097891], [-0.043364, 1.526813, 0.019830], [-0.646304, 0.418779, -0.905559], [-1.470909, -1.761830, -1.324919], [1.648040, -1.337794, 0.986600], [2.197197, 0.085980, -0.038710], [0.927661, 1.015633, 2.043398], [-0.415897, 0.117905, 1.551758], [0.648708, 2.238144, -0.385433], [-0.955880, 2.364918, 0.441487], [-0.800986, 0.722312, -1.991215], [-1.765808, 0.141018, -0.537790]], "atomic_forces_ev_per_a": [[1.614, 1.048, -0.382], [-1.765, 2.119, -1.182], [-1.538, -0.459, 1.281], [0.669, -0.752, 2.285], [4.472, -2.424, 3.112], [-4.991, 2.774, 0.093], [-1.843, -0.117, -1.215], [1.380, -0.693, 0.765], [-1.408, 1.980, -1.676], [-1.196, -0.631, -0.208], [-0.509, 0.296, -1.763], [-1.233, -0.417, 0.067], [0.801, -0.303, -0.480], [2.257, -2.639, -1.423], [0.557, -0.403, 1.321], [2.734, 0.622, -0.595]]}